1.
DFT (ωB97M-V with the def2-TZVPD basis set) results for 2 unconnected molecules or ions with the total composition C9H14BNO.

Geometry as XYZ:
```
26
Properties=species:S:1:pos:R:3:forces:R:3
B -0.951 0.579 -0.132 2.325 -3.685 -0.607
C 3.343 1.338 -0.398 0.973 -0.825 1.627
C 2.665 1.176 -1.550 -1.642 0.169 -2.275
C 2.711 1.141 0.830 0.495 1.750 0.197
C 1.274 1.018 -1.511 0.482 -0.580 -0.550
C 1.351 0.902 0.810 0.190 -0.247 3.121
C 0.622 0.819 -0.313 -2.465 0.349 -2.132
C -0.440 -2.539 0.349 -0.807 -0.590 -0.838
C -2.777 -2.131 0.258 -0.283 0.782 -4.578
C -2.318 2.486 0.788 0.278 -2.039 -3.802
N -1.497 -1.911 -0.416 0.024 2.609 0.561
O -1.950 1.075 0.460 -1.975 1.441 0.696
H 4.406 1.484 -0.402 0.366 0.277 -0.077
H 3.139 1.224 -2.541 -0.056 0.115 0.585
H 3.268 1.510 1.720 -0.647 -1.047 -0.430
H 0.686 0.964 -2.402 0.015 -0.010 -0.648
H 0.729 0.766 1.691 0.735 0.121 0.621
H -0.612 -3.692 0.186 1.234 1.712 0.169
H 0.532 -2.037 0.052 -0.783 -1.402 0.467
H -0.707 -2.369 1.385 0.821 -0.073 0.871
H -3.112 -3.148 0.173 -0.113 -1.139 -1.021
H -2.937 -2.078 1.257 0.418 1.407 3.739
H -3.512 -1.490 -0.295 0.252 -0.596 0.710
H -3.287 2.596 0.283 0.350 0.367 0.582
H -1.545 3.084 0.350 0.187 0.717 -0.132
H -2.306 2.514 1.798 -0.375 0.416 3.146
```
Forces are in eV/Å.

Properties
- Charge: 0
- Energy relative to the best compared isomer or geometry (same formula, charge and spin): 478.3 kJ/mol
- Kohn-Sham gap (spin up / spin down): 6.8 / 6.8 eV

***

2.
DFT (ωB97M-V with the def2-TZVPD basis set) results for a molecular structure, C9H14BrN2O2ScSi.

Geometry as XYZ:
```
30
Properties=species:S:1:pos:R:3:forces:R:3
Sc 1.423 -0.329 -1.181 -0.270 0.050 -0.032
N 2.294 -0.216 0.963 0.093 0.102 0.081
N 2.782 1.113 1.096 0.007 -0.141 -0.023
C 3.119 1.791 -0.100 -0.019 0.152 0.124
O 3.827 2.763 -0.050 -0.018 -0.087 -0.023
O 2.536 1.279 -1.157 -0.002 -0.090 -0.054
H 1.583 -0.379 1.674 -0.041 0.028 0.021
H 3.039 -0.896 1.107 -0.015 -0.016 -0.091
H 3.437 1.268 1.848 -0.002 0.010 0.000
C -1.896 1.922 -1.861 -0.032 -0.052 0.025
Si -1.127 0.206 -1.746 0.172 0.031 -0.132
C -2.254 -1.041 -2.602 -0.049 0.059 0.084
C -1.006 -0.278 0.096 0.060 0.008 -0.011
C -0.747 -1.616 0.445 0.034 -0.004 -0.008
C -0.476 -1.993 1.757 0.003 -0.031 -0.023
C -0.437 -1.035 2.760 0.008 0.008 0.032
C -0.651 0.303 2.439 0.001 0.018 -0.014
C -0.912 0.674 1.128 0.001 -0.017 0.007
H -2.905 1.939 -1.441 0.000 0.010 0.000
H -1.967 2.212 -2.912 -0.004 0.008 -0.003
H -1.298 2.685 -1.362 0.015 -0.012 0.008
H -3.280 -0.955 -2.234 -0.006 -0.024 -0.018
H -1.916 -2.067 -2.455 0.014 -0.007 0.002
H -2.264 -0.858 -3.678 0.010 0.010 -0.005
H -0.786 -2.386 -0.320 -0.003 -0.002 0.003
H -0.304 -3.036 1.994 -0.002 -0.005 -0.003
H -0.244 -1.325 3.785 0.006 0.000 0.005
H -0.612 1.057 3.215 -0.003 0.010 0.000
H -1.068 1.723 0.902 -0.016 0.005 -0.003
Br 2.109 -2.527 -2.111 0.057 -0.021 0.049
```
Forces are in eV/Å.

Properties
- Charge: 0
- Kohn-Sham gap: 7.7 eV

***

3.
DFT (ωB97M-V with the def2-TZVPD basis set) results for a molecular structure, C9H14CdN2PS.

Geometry as XYZ:
```
28
Properties=species:S:1:pos:R:3:forces:R:3
C 0.463 -0.020 -2.333 -0.680 -0.530 -0.132
C -0.803 -0.687 -2.203 1.048 0.402 -0.317
C -0.602 -1.873 -1.447 1.208 -0.446 -0.264
C 0.805 -1.982 -1.147 -0.717 0.064 -0.975
C 1.438 -0.802 -1.635 -0.455 -0.558 -0.545
Cd -0.041 -0.047 0.263 -0.412 -0.184 -0.417
P -0.565 2.354 0.447 -0.315 0.434 -0.202
H 0.645 0.921 -2.865 -0.101 -0.445 0.339
H -1.734 -0.381 -2.670 0.135 0.047 0.254
H -1.344 -2.628 -1.210 0.050 0.188 -0.014
H 2.499 -0.626 -1.608 0.089 0.162 0.065
H 1.301 -2.807 -0.624 -0.317 0.495 -0.222
H -1.577 2.469 1.477 0.509 0.463 -0.403
H -1.088 2.991 -0.744 -0.415 0.765 -0.008
H 0.606 3.102 0.865 -0.310 0.311 0.264
C -0.686 -2.345 4.492 -0.374 -0.340 0.321
N -0.108 -1.052 4.215 -0.323 0.004 0.335
C -0.035 0.022 5.078 0.433 1.188 0.032
C 0.612 1.043 4.420 -0.395 -0.920 0.451
N 0.907 0.531 3.166 -0.231 -0.615 0.737
C 0.472 -0.763 3.042 0.871 0.365 0.648
S 0.609 -1.895 1.802 0.580 -0.458 1.007
H -1.505 -2.583 3.808 0.173 0.226 0.030
H 0.050 -3.148 4.403 0.079 0.243 -0.055
H -1.069 -2.326 5.511 -0.032 0.018 0.054
H -0.447 -0.029 6.079 0.091 0.063 -0.286
H 0.874 2.070 4.722 -0.287 -0.907 -0.299
H 1.390 1.048 2.447 0.099 -0.034 -0.398
```
Forces are in eV/Å.

Properties
- Charge: -1
- Kohn-Sham gap: 3.1 eV

***

4.
DFT (ωB97M-V with the def2-TZVPD basis set) results for 2 unconnected molecules or ions with the total composition C9H14ClFNO.

Geometry as XYZ:
```
27
Properties=species:S:1:pos:R:3:forces:R:3
C 0.348 -1.540 0.274 -1.567 0.449 0.368
C -0.449 -0.660 0.049 1.422 -0.171 0.720
C 3.440 -0.526 -0.679 0.528 -0.244 -2.307
C 2.808 0.145 0.248 0.154 2.172 1.979
C 1.090 -2.732 0.710 0.586 1.323 -2.631
C -1.589 1.115 2.243 -3.829 -3.965 -0.259
C -1.377 -0.065 -2.485 1.642 -1.142 0.905
C -1.029 1.576 1.001 4.167 1.791 -2.022
C -0.867 1.022 -1.547 1.409 -0.319 -0.610
N -1.115 0.569 -0.175 -3.344 -1.245 1.756
O 3.809 -0.916 -1.713 -0.123 -0.174 1.070
F 2.509 -0.334 1.478 0.138 0.144 -0.633
Cl 3.084 1.930 0.221 -0.432 -1.655 -0.049
H 1.054 -2.784 1.756 0.791 0.075 1.467
H 2.069 -2.693 0.153 -0.650 -0.388 1.296
H 0.566 -3.580 0.355 -0.509 -0.987 -0.543
H -2.667 1.314 2.289 0.172 0.396 0.179
H -1.623 -0.024 2.420 0.715 1.490 -0.618
H -1.124 1.495 3.058 1.359 1.379 2.403
H -1.233 -1.010 -1.873 0.021 0.630 -1.457
H -2.421 -0.047 -2.726 -0.536 0.605 -0.190
H -0.747 -0.080 -3.385 -0.438 -0.252 0.236
H 0.116 1.874 1.202 -2.284 -1.036 -1.053
H -1.465 2.490 0.572 -0.137 -0.340 0.314
H -1.233 1.977 -1.776 -1.229 1.340 0.289
H 0.197 1.202 -1.462 0.592 -0.446 -1.039
H -2.151 0.283 -0.207 1.382 0.569 0.428
```
Forces are in eV/Å.

Properties
- Charge: +1
- Kohn-Sham gap: 8.7 eV

***

5.
DFT (ωB97M-V with the def2-TZVPD basis set) results for a single C9H14ClNO molecule.

Geometry as XYZ:
```
26
Properties=species:S:1:pos:R:3:forces:R:3
C 0.922 0.227 -1.645 -1.007 0.158 1.148
C 0.724 -1.244 -1.926 0.364 -3.300 0.510
C -1.359 -0.351 -0.944 -1.684 0.121 -0.875
C -0.213 0.679 -0.680 -1.227 -1.651 0.179
C 0.361 -0.726 1.402 0.834 0.567 0.095
C -0.657 -1.695 -1.256 3.288 2.014 2.267
C 0.071 0.607 0.829 0.138 1.760 1.772
C -1.124 1.131 1.766 -1.687 -0.646 -3.166
C 1.177 1.667 1.126 0.298 1.397 0.016
N 0.695 -1.450 2.250 -0.518 0.201 -1.566
O 0.979 -2.382 2.934 0.396 -0.666 1.098
Cl -1.509 -2.925 -2.084 -0.669 -0.600 -0.480
H 1.881 0.493 -1.167 -0.153 0.002 -1.078
H 0.608 0.686 -2.555 0.864 1.110 -0.773
H 0.660 -1.638 -2.980 0.489 1.120 0.747
H 1.547 -1.872 -1.407 -1.207 0.905 -1.006
H -1.870 -0.415 0.040 -0.396 -0.327 -1.104
H -2.141 -0.111 -1.800 1.662 -0.202 1.744
H -0.494 1.731 -0.798 -0.133 -0.257 -0.484
H -0.211 -2.073 -0.273 -1.507 -0.067 -1.163
H -1.277 0.430 2.571 0.162 0.522 0.724
H -2.080 1.060 1.159 0.824 0.063 0.725
H -1.022 2.196 1.941 0.028 -0.242 0.689
H 1.370 2.295 0.222 -0.237 -0.521 0.476
H 2.146 1.249 1.374 0.072 -0.064 0.359
H 0.816 2.429 1.902 1.006 -1.397 -0.856
```
Forces are in eV/Å.

Properties
- Charge: 0
- Energy relative to the best compared isomer or geometry (same formula, charge and spin): 78.4 kJ/mol
- Kohn-Sham gap: 10.1 eV
- SMILES string: CC(C)(C#[N+][O-])[C@H]1CC[C@H](Cl)C1

***

6.
DFT (ωB97M-V with the def2-TZVPD basis set) results for a molecular structure, C9H14ErFIO6S.

Geometry as XYZ:
```
33
Properties=species:S:1:pos:R:3:forces:R:3
C 1.657 1.355 1.384 0.165 0.696 -0.467
C 2.647 0.396 0.848 -1.195 -0.538 0.101
I 4.396 1.673 0.135 -1.956 -1.210 0.698
C 2.227 -0.470 -0.330 0.673 0.929 1.082
C 0.883 -1.160 -0.274 -0.278 -1.720 0.333
F 1.168 -2.250 -1.062 0.216 0.050 -0.853
O 0.509 -1.740 0.976 1.525 1.613 -0.222
S -0.791 -2.602 0.692 -1.505 -7.156 3.917
O -0.510 -3.996 0.517 0.784 1.725 -0.975
O -1.703 -2.444 1.782 0.056 2.371 -0.637
O -1.192 -1.983 -0.637 -0.249 2.491 -2.213
C -0.474 -0.671 -0.808 -1.147 -0.251 0.636
C -0.428 -0.160 -2.197 0.343 -0.763 -0.204
C -1.269 0.299 0.084 0.428 0.149 0.261
C -2.772 0.037 0.096 -0.038 -0.188 1.149
C -3.427 1.241 0.732 -0.321 1.059 -0.827
O -3.755 1.238 1.963 0.412 0.070 -1.815
O -3.594 2.289 -0.027 -0.474 -0.288 2.300
H 1.123 1.839 0.588 -0.379 0.276 -0.421
H 2.098 2.131 1.979 0.165 0.245 0.569
H 0.965 0.810 2.001 -0.294 -0.440 0.418
H 3.082 -0.186 1.637 0.757 -0.125 0.252
H 2.319 0.063 -1.256 -0.290 0.260 -0.564
H 2.923 -1.285 -0.369 0.382 -0.493 -0.174
H 0.088 0.780 -2.150 0.083 0.717 -0.097
H 0.162 -0.799 -2.827 0.040 -0.459 -0.470
H -1.410 -0.040 -2.610 -0.475 0.134 -0.342
H -1.091 1.303 -0.251 0.277 0.594 -0.258
H -0.926 0.239 1.099 0.128 -0.080 0.578
H -3.194 -0.110 -0.884 -0.439 0.063 -0.437
H -3.019 -0.793 0.728 0.033 -0.832 0.132
H -3.294 2.132 -0.925 0.063 -0.138 -0.674
Er 6.605 2.868 -0.635 2.510 1.239 -0.774
```
Forces are in eV/Å.

Properties
- Charge: +3
- Energy relative to the best compared isomer or geometry (same formula, charge and spin): 59.3 kJ/mol
- Spin multiplicity: 4
- Kohn-Sham gap (spin up / spin down): 6.1 / 4.4 eV

***

> What is the formula in the fourth record?

C9H14ClFNO